Record 1
21
Properties=species:S:1:pos:R:3 method="wB97M-V/def2-TZVPD" e_above_lowest_ev=2.586 homo_ev=-9.61 e_tot_ev=-22473.1950 gap_ev=10.3 smiles=CN(Cl)[C@]1(O)CC1(C)C multiplicity=1
C -0.9988 0.7742 0.6741
C -0.8383 -0.4850 -0.0792
C 0.3020 0.5264 -0.0089
C -1.8458 -0.5651 -1.2599
C -0.8556 -1.7360 0.8005
C 2.4530 1.2481 0.7601
N 1.5037 0.1490 0.5704
O 0.4883 1.3043 -1.3596
Cl 2.3885 -0.9708 -0.4802
H -1.6426 1.5013 0.3307
H -0.9051 0.7988 1.7094
H -1.8429 -1.5227 -1.8664
H -1.6091 0.3196 -2.0085
H -2.9125 -0.5631 -0.8060
H -0.1797 -2.4954 0.2353
H -1.8681 -2.1345 0.9024
H -0.3085 -1.3100 1.5429
H 3.3215 0.7466 1.0821
H 2.6741 1.7303 -0.2141
H 2.1463 2.0319 1.5184
H 0.5297 0.6523 -2.0434

Record 2
24
Properties=species:S:1:pos:R:3 method="wB97M-V/def2-TZVPD" e_above_lowest_ev=0.210 homo_ev=-9.79 e_tot_ev=-21428.5466 gap_ev=9.5 smiles="CN(C)C(=O)[C@]1(C#N)CN=CC(F)=C1F" multiplicity=1
C 0.1077 -2.4251 1.1611
C -1.0235 -0.8759 -2.3481
C -1.9177 -0.6799 -1.1975
C -1.4148 -0.9790 0.0325
C 0.4988 0.0243 1.3381
C 0.8108 -1.6291 -0.9567
C 0.0145 -1.2148 0.3340
C 0.7806 2.3378 1.7717
C 0.4288 1.6375 -0.6112
N 0.4139 -3.3235 1.7595
N 0.1579 -1.2887 -2.2151
N 0.5506 1.2419 0.8199
O 0.7594 -0.2449 2.4724
F -3.2787 -0.4084 -1.5549
F -2.2161 -0.7951 1.0990
H -1.3287 -0.6291 -3.3697
H 1.7507 -1.1782 -0.8716
H 0.9480 -2.7102 -1.1393
H 0.7378 1.9439 2.7691
H 1.7755 2.6781 1.6206
H 0.1860 3.2363 1.5915
H -0.0143 2.6857 -0.5257
H 1.5115 1.6804 -0.8856
H -0.2391 0.9161 -1.0941

Record 3
85
Properties=species:S:1:pos:R:3 method="wB97M-V/def2-TZVPD" total_charge=+2 homo_ev=-13.23 e_tot_ev=-85766.6428 gap_ev=8.5 multiplicity=1
Mg -0.2303 -0.3642 0.4186
C -3.2123 2.5728 -3.3115
N -2.8906 1.8824 -2.0530
C -3.9664 1.7821 -1.0605
C -1.6788 1.3974 -1.7924
O -1.4017 0.8221 -0.7244
C -0.6335 1.6032 -2.8917
O 0.6165 1.0329 -2.6092
C 1.6083 1.8987 -2.0951
C 1.4369 2.0934 -0.5930
O 1.1529 1.0966 0.1049
N 1.5936 3.3160 -0.0979
C 1.2850 3.6143 1.3023
C 2.0770 4.4560 -0.8949
H -2.7903 3.5787 -3.3392
H -4.2907 2.6559 -3.3869
H -2.8633 2.0170 -4.1802
H -4.4468 2.7521 -0.9522
H -3.5538 1.4778 -0.1079
H -4.7128 1.0563 -1.3837
H -0.5489 2.6714 -3.1144
H -0.9981 1.1229 -3.8000
H 1.6102 2.8358 -2.6464
H 2.5631 1.4001 -2.2583
H 0.7101 2.8091 1.7297
H 0.7052 4.5348 1.3411
H 2.2014 3.7543 1.8774
H 2.8390 4.1564 -1.6089
H 2.5330 5.1699 -0.2149
H 1.2605 4.9586 -1.4175
N 2.9853 -2.9402 0.4017
C 2.9453 -3.0455 1.7875
C 3.8116 -3.6426 2.6984
C 3.4248 -3.6099 4.0222
C 2.2151 -3.0116 4.4168
C 1.3751 -2.4046 3.5076
C 1.7634 -2.4100 2.1666
N 1.1196 -1.9136 1.0245
C 1.8790 -2.2834 0.0089
C 1.4038 -2.1238 -1.3653
C 1.9762 -2.5065 -2.5336
S 0.8603 -2.3140 -3.8052
C -0.2940 -1.7167 -2.7062
N 0.1092 -1.6518 -1.4709
H 3.6823 -3.3459 -0.1978
H 4.7373 -4.1134 2.3872
H 4.0566 -4.0692 4.7722
H 1.9408 -3.0357 5.4630
H 0.4399 -1.9530 3.8194
H 2.9628 -2.9084 -2.7150
H -1.2898 -1.4301 -3.0271
C -3.9762 -1.3231 1.6630
P -2.3764 -1.8549 0.9432
C -2.9548 -2.6803 -0.5882
C -2.0034 -3.3088 1.9893
H -4.7145 -2.1179 1.5499
H -4.3524 -0.4237 1.1731
H -3.8541 -1.1123 2.7272
H -3.7939 -3.3407 -0.3693
H -2.1443 -3.2695 -1.0166
H -3.2777 -1.9372 -1.3230
H -2.8451 -4.0035 1.9965
H -1.8044 -2.9905 3.0154
H -1.1162 -3.8216 1.6128
S -0.1985 2.0700 6.7616
C -0.2125 1.4239 5.1229
C -1.4296 1.3006 4.4558
C -1.4366 0.8336 3.1584
N -0.3324 0.5026 2.4749
C 0.8407 0.6446 3.1215
C 0.9455 1.0854 4.4239
C 1.1718 1.1758 7.4665
C 1.0320 -0.1698 7.7790
C 2.0995 -0.8079 8.3925
N 3.2498 -0.1977 8.6897
C 3.3619 1.0964 8.3914
C 2.3489 1.8322 7.7832
H -2.3556 1.5666 4.9518
H -2.3775 0.7210 2.6282
H 1.7363 0.4243 2.5540
H 1.9194 1.1802 4.8870
H 0.1116 -0.7016 7.5668
H 2.0249 -1.8541 8.6746
H 4.3028 1.5708 8.6509
H 2.4783 2.8863 7.5682